# C14H16O2

A cluster of 2 separate species, C14H16O2 in total in a non-equilibrium geometry (ωB97M-V/def2-TZVPD, OMol25).

Output
E: -693.5227 Ha
lowest unoccupied orbital energy: 0.774 eV
energy above the lowest of the compared OMol25 structures with the same formula, charge and spin: 21.2 kcal per mole
HOMO: -0.312 Ha
Kohn-Sham gap: 9.25 eV
net charge: 0

Each line ends with the Löwdin charge.
Element x y z (Å)
O 1.210 -1.530 -2.716  0.023
O -0.079 4.032 2.895  0.043
C 0.020 -1.681 -2.038  -0.315
C 1.016 1.945 0.118  -0.053
C -3.852 -1.986 -0.354  -0.055
C 2.912 0.308 -0.148  -0.052
C 0.227 2.799 0.900  -0.007
C 2.416 1.531 1.992  -0.046
C -0.468 -2.951 -1.767  -0.019
C 0.536 3.029 2.222  -0.340
C -1.746 -0.679 -0.772  -0.030
C 1.616 2.314 2.775  -0.021
C 2.123 1.299 0.637  -0.274
C -2.397 -1.914 -0.748  -0.288
C -0.538 -0.564 -1.438  -0.016
C -1.708 -3.060 -1.149  -0.046
H 2.356 -0.026 -1.031  0.052
H 3.056 -0.649 0.354  0.085
H -2.328 -3.949 -1.186  0.108
H 0.740 1.807 -0.909  0.087
H -4.254 -2.981 -0.542  0.071
H -0.447 3.820 3.754  0.106
H 1.807 2.625 3.797  0.115
H 3.299 1.027 2.370  0.114
H 0.113 -3.834 -2.003  0.114
H -0.597 3.229 0.343  0.115
H -4.060 -1.687 0.668  0.076
H 3.834 0.685 -0.594  0.084
H 1.851 -2.204 -2.500  0.098
H -4.370 -1.310 -1.038  0.081
H -0.069 0.381 -1.587  0.076
H -2.219 0.175 -0.304  0.116